Entry from the Open Molecules 2025 dataset: the molecule C4H7N3O in a non-equilibrium geometry (wB97M-V/def2-TZVPD).

Calculated values
* structure (SMILES): O/N=C/N=C/N1CC1
* charge: 0
* ΔE to the lowest compared entry with this formula, charge and spin: 581.98 kJ/mol
* orbital gap: 0.361 Eh
* HOMO: -9.08 eV

Positions of all 15 atoms, in Å:
C  -1.73  0.38  0.32
C  0.51  1.08  -0.13
C  2.00  -0.58  0.66
C  2.17  -0.51  -0.73
H  -4.43  -0.72  -0.16
H  -2.28  1.48  0.66
H  0.24  2.06  -0.39
H  1.08  -0.98  0.94
H  2.83  -0.83  1.53
H  3.15  -0.60  -1.28
H  1.37  -1.13  -1.17
N  -2.57  -0.55  -0.04
N  -0.32  0.21  0.11
N  1.81  0.72  -0.08
O  -3.82  -0.04  -0.24

Atomic partial charges in e from the natural (NBO) method, atoms 1 to 6: atom 1 (C): 0.18, atom 2 (C): 0.32, atom 3 (C): -0.23, atom 4 (C): -0.25, atom 5 (H): 0.47, atom 6 (H): 0.15



Entry from the Open Molecules 2025 dataset: C14H28ClFNbO7P2S as an isolated structure in a non-equilibrium geometry (wB97M-V/def2-TZVPD).

Calculated values
* charge: -1
* orbital gap: 0.246 Eh
* HOMO: -5.31 eV

Positions of all 55 atoms, in Å:
C  2.68  4.02  2.71
C  1.93  3.28  2.11
Nb  0.65  2.05  0.78
C  -1.08  3.00  1.82
C  -0.74  0.59  -0.18
C  -1.85  1.16  -1.06
C  -2.95  0.15  -1.32
F  -1.30  1.50  -2.31
P  0.98  0.19  2.55
P  1.44  -1.79  1.85
O  1.15  -2.81  2.88
O  2.97  -1.95  1.38
O  0.57  -2.05  0.52
C  2.48  1.61  -0.56
Cl  3.93  1.23  0.46
C  2.31  0.53  -1.62
C  3.56  0.22  -2.44
S  0.22  3.90  -1.01
C  0.85  3.61  -2.66
O  1.08  4.98  -0.50
O  -1.19  4.26  -1.12
H  3.52  4.58  3.05
H  -2.03  2.87  1.29
H  -1.17  2.53  2.80
H  -0.95  4.07  1.96
H  -1.24  0.08  0.64
H  -0.26  -0.20  -0.76
H  -2.30  2.04  -0.61
H  -3.82  0.61  -1.78
H  -3.25  -0.33  -0.39
H  -2.56  -0.65  -1.96
H  2.21  0.48  3.16
H  3.09  -1.76  0.44
H  0.75  -2.95  0.21
H  2.78  2.53  -1.06
H  1.51  0.84  -2.29
H  1.94  -0.39  -1.16
H  4.18  1.11  -2.59
H  3.27  -0.14  -3.43
H  4.17  -0.56  -1.99
H  0.36  4.31  -3.34
H  1.91  3.83  -2.64
H  0.66  2.59  -2.98
O  -2.69  -4.45  -1.69
C  -2.59  -4.35  -0.50
O  -2.40  -3.16  0.11
C  -2.20  -3.34  1.53
C  -2.84  -4.69  1.84
C  -2.61  -5.46  0.54
H  -1.14  -3.33  1.74
H  -2.67  -2.52  2.06
H  -2.41  -5.17  2.72
H  -3.91  -4.57  2.01
H  -1.64  -5.95  0.52
H  -3.39  -6.18  0.30

Atomic partial charges in e from the Löwdin method, atoms 1 to 6: atom 1 (C): -0.05, atom 2 (C): -0.35, atom 3 (Nb): 1.40, atom 4 (C): -0.30, atom 5 (C): -0.32, atom 6 (C): -0.48



Entry from the Open Molecules 2025 dataset: C5H5NOS as an isolated structure in a non-equilibrium geometry (wB97M-V/def2-TZVPD).

Calculated values
* charge: 0
* ΔE to the lowest compared entry with this formula, charge and spin: 596.14 kJ/mol
* orbital gap: 0.330 Eh
* HOMO: -8.64 eV

Positions of all 13 atoms, in Å:
C  -1.01  0.54  -0.71
C  -0.37  -0.81  -0.62
C  -0.12  0.87  0.52
C  1.34  0.53  0.34
C  1.17  -0.76  -0.41
H  -0.82  -1.70  -0.86
H  -1.85  -0.40  0.99
H  -0.82  1.60  1.22
H  1.95  0.94  1.29
H  1.70  -1.75  -0.37
N  -0.74  -0.54  0.87
O  1.95  0.22  -1.07
S  -2.38  1.25  -1.18

Atomic partial charges in e from the natural (NBO) method, atoms 1 to 6: atom 1 (C): -0.06, atom 2 (C): -0.17, atom 3 (C): -0.19, atom 4 (C): 0.01, atom 5 (C): 0.06, atom 6 (H): 0.22



Entry from the Open Molecules 2025 dataset: the molecule C18H25N3O2 (wB97M-V/def2-TZVPD).

Calculated values
* structure (SMILES): CCOCCCNC(=O)c1ccc2c(c1)ncn2C1CCCC1
* charge: 0
* ΔE to the lowest compared entry with this formula, charge and spin: 135.39 kJ/mol
* orbital gap: 0.338 Eh
* HOMO: -8.51 eV

Positions of all 48 atoms, in Å:
C  8.73  0.41  0.84
C  7.71  0.55  -0.29
O  6.37  0.52  0.14
C  5.92  -0.73  0.59
C  4.39  -0.69  0.70
H  4.12  0.16  1.33
H  4.05  -1.61  1.17
C  3.74  -0.52  -0.67
N  2.30  -0.49  -0.58
C  1.56  0.61  -0.87
O  2.05  1.63  -1.30
C  0.10  0.45  -0.63
C  -0.60  1.57  -0.20
C  -1.97  1.43  0.02
N  -2.89  2.35  0.46
C  -4.02  1.71  0.48
N  -3.94  0.41  0.08
C  -2.62  0.20  -0.22
C  -1.92  -0.91  -0.68
C  -0.56  -0.76  -0.88
H  0.00  -1.60  -1.27
H  -2.41  -1.85  -0.90
C  -5.02  -0.53  -0.02
H  -4.58  -1.50  -0.24
C  -6.02  -0.13  -1.13
H  -5.85  -0.70  -2.05
C  -7.40  -0.38  -0.54
C  -7.22  -0.01  0.93
H  -8.02  -0.40  1.56
C  -5.86  -0.61  1.28
H  -5.37  -0.08  2.10
H  -5.98  -1.65  1.57
H  -7.20  1.07  1.04
H  -8.18  0.20  -1.03
H  -7.66  -1.44  -0.62
H  -5.90  0.93  -1.36
H  -4.95  2.16  0.78
H  -0.10  2.50  -0.04
H  1.85  -1.27  -0.12
H  4.05  0.43  -1.11
H  4.05  -1.34  -1.33
H  6.22  -1.52  -0.12
H  6.35  -0.97  1.57
H  7.82  1.52  -0.77
H  7.88  -0.24  -1.04
H  9.73  0.59  0.45
H  8.52  1.14  1.62
H  8.71  -0.59  1.27

Atomic partial charges in e from the natural (NBO) method, atoms 1 to 6: atom 1 (C): -0.64, atom 2 (C): -0.05, atom 3 (O): -0.54, atom 4 (C): -0.06, atom 5 (C): -0.42, atom 6 (H): 0.22